(1)
The following is a DFT calculation (the ωB97M-V functional and the def2-TZVPD basis) of a molecular structure, C16H44AgN4O12S2 in a non-equilibrium geometry.

The geometry in ORCA input format:
```
! wB97M-V def2-TZVPD RIJCOSX def2/J DEFGRID3
* xyz -2 2
Ag -1.4013 0.0243 0.6865
S -2.2028 2.3117 2.6469
S -0.0930 -2.2836 -0.4468
O -0.7345 -3.3501 -1.2457
O -3.3772 2.7624 1.8436
O -2.4699 2.6463 4.0545
O -2.0498 0.7867 2.4977
O 2.3693 1.0931 -3.6733
O 3.4364 3.1302 4.6849
O -0.9044 2.8494 2.1670
O -0.6344 -2.2202 0.9829
O -0.5048 -0.8248 -0.9117
O 1.3401 -2.2954 -0.4914
O -1.2988 3.3609 -3.8861
O -2.7092 -6.0652 1.9747
N 2.7955 0.4122 -0.1188
N -2.5671 1.5928 -0.8179
N -3.0846 -5.4528 -1.0301
N 1.2322 1.0174 2.6322
C 2.1358 1.3379 3.7558
C 2.5552 2.6169 -1.2777
C 2.6232 0.3222 -2.4650
C -1.9792 3.1899 -2.6222
C 2.3186 2.8621 3.8415
C 3.7636 4.4678 4.9313
C 1.1980 0.7379 -4.3577
C -1.1872 -6.9710 -1.4002
C -1.7057 -5.9328 0.9358
C -0.4196 4.4520 -3.7520
C -1.8781 1.7003 -2.1172
C 3.4897 0.6611 3.4277
C -3.4062 -4.8169 2.2672
C -2.5046 0.6227 -2.9990
C 2.1953 1.1572 -1.2213
C -2.2612 -6.5236 -0.3814
H 1.4140 -0.2671 -4.8370
H 2.2879 2.9894 -0.3312
H -0.7874 1.5459 -1.9433
H -3.5954 0.6272 -2.7670
H 4.3295 4.4853 5.8529
H 0.8524 1.4149 -5.1675
H -2.0034 -0.3485 -2.7616
H 2.8060 -0.5820 -0.4031
H 0.1464 4.5075 -4.6682
H -4.2091 -5.1514 2.9031
H -0.8498 -6.4385 1.2202
H 3.7184 0.2357 -2.4458
H -2.8162 -4.0900 2.7957
H 2.1995 0.4409 0.7217
H 1.9971 3.0980 -2.0602
H 4.1610 0.5980 4.2620
H -0.8997 5.4055 -3.5261
H -3.8921 -4.5185 1.3611
H -0.5040 -7.7757 -0.9858
H 1.4331 3.3800 4.2088
H 4.3672 4.9249 4.0766
H -1.5091 -4.8267 0.8542
H 3.3992 -0.3690 3.1666
H 1.1126 1.0503 -1.2096
H -3.0363 3.4775 -2.7586
H 2.1675 -0.6541 -2.3531
H -2.6766 2.5159 -0.2248
H -0.4812 -6.1681 -1.4764
H -3.1490 -5.5215 -2.0139
H 0.4939 1.7227 2.5130
H 2.8839 5.0913 5.0974
H -1.6586 3.7705 -1.7926
H -3.5024 1.1966 -0.9047
H 0.3664 4.2298 -3.0042
H -2.6605 -4.5736 -0.7369
H 1.7839 1.0099 4.7194
H -1.6625 -7.2268 -2.3764
H 0.7763 0.0880 2.7771
H -2.9654 -7.3393 -0.0642
H 2.5244 3.1751 2.7976
H 3.5993 2.8115 -1.5036
H -2.3039 0.8329 -4.0656
H 0.4119 0.6036 -3.6419
H 3.8511 1.2430 2.5814
*
```

Results
Energy above the lowest of the compared OMol25 structures with the same formula, charge and spin in kcal per mole: 0.0
Total energy in Ha: -2701.2487
LUMO (spin up / spin down) in eV: 4.4 / 3.1
Strongest force on any atom in eV/A: 3.3

Löwdin population analysis, charges in e, atoms 1 to 5:
1 Ag 1.076
2 S 0.259
3 S 0.328
4 O -0.370
5 O -0.437

(2)
The following is a DFT calculation (the ωB97M-V functional and the def2-TZVPD basis) of a molecular structure, C16H44AgN4O8S in a non-equilibrium geometry.

The geometry in ORCA input format:
```
! wB97M-V def2-TZVPD RIJCOSX def2/J DEFGRID3
* xyz 0 2
Ag -2.1950 2.0367 -20.1218
S -1.5641 -2.2301 -21.6123
O -7.5150 6.0425 -24.6158
O -0.3737 -3.0694 -21.5050
O -1.3165 -0.9209 -22.2327
O -2.6994 -2.8813 -22.2335
O -5.5550 2.7143 -18.0839
O -1.9742 -1.7237 -20.3043
O -0.6358 7.0664 -25.3005
O 3.7650 4.3384 -16.3178
N 1.9571 2.5418 -17.4624
N -3.9480 4.9593 -18.3831
N -5.5854 2.8960 -23.8216
N 0.0758 4.9240 -23.5981
C -5.9858 4.1121 -24.4953
C 5.0447 4.9194 -16.0546
C 3.5609 3.1631 -15.5534
C -5.4581 6.2475 -16.8212
C 1.7885 1.3307 -15.5341
C -4.9419 4.8972 -17.2467
C -7.4733 4.6409 -24.3018
C -8.7871 6.6282 -24.4152
C -5.6052 3.9623 -25.9813
C 0.7577 6.7256 -25.0976
C 2.2521 5.7972 -23.3539
C -6.5684 1.6705 -18.0574
C -6.0773 3.9752 -17.6216
C 2.1113 2.6660 -16.0080
C 0.8909 6.1268 -23.7290
C -1.0299 7.4877 -26.5343
H -9.6327 6.1406 -24.9003
H -6.8200 4.4224 -18.2821
H -6.1158 6.2776 -15.9526
H -4.4608 4.4346 -16.3850
H -8.2500 4.0848 -24.8269
H -4.5717 6.8717 -16.7081
H -6.6091 3.7291 -16.7025
H -6.0329 0.8491 -18.5334
H -6.9366 1.3300 -17.0896
H 4.3568 2.4887 -15.8692
H 2.5935 1.8356 -17.8034
H -4.8694 2.3212 -24.2424
H 5.9066 4.3151 -16.3373
H 5.1348 5.8318 -16.6441
H 0.7776 0.9967 -15.7678
H -5.9887 6.7417 -17.6351
H 1.8451 1.2039 -14.4530
H -8.9331 6.5678 -23.3367
H 1.0689 6.0355 -25.8818
H -0.8172 6.7797 -27.3352
H -4.3624 5.6203 -19.0245
H 1.3993 7.5979 -25.2220
H 3.6616 3.2142 -14.4692
H 2.5874 0.6716 -15.8739
H -2.0824 7.7370 -26.6697
H -7.3702 1.8776 -18.7661
H -0.5420 8.4318 -26.7765
H 2.4008 3.4089 -17.7299
H -5.8320 4.9162 -26.4574
H 0.5058 6.8354 -22.9957
H -0.6842 5.1192 -24.2340
H 2.3894 5.4955 -22.3155
H -7.7926 4.5631 -23.2625
H 1.3912 3.3875 -15.6221
H 5.2010 5.2589 -15.0306
H 2.8575 6.6991 -23.4445
H -4.5468 3.7916 -26.1779
H 2.6474 4.9577 -23.9257
H -8.7502 7.6826 -24.6889
H 0.6738 4.2732 -24.0870
H -5.3456 4.8741 -24.0507
H -3.2483 5.5868 -18.0134
H -6.3049 2.1897 -23.8794
H -6.1560 3.1395 -26.4370
*
```

Results
Energy above the lowest of the compared OMol25 structures with the same formula, charge and spin in kcal per mole: 81.6
Total energy in Ha: -2001.7918
LUMO (spin up / spin down) in eV: -2.9 / -2.9
Strongest force on any atom in eV/A: 4.0

Löwdin population analysis, charges in e, atoms 1 to 5:
1 Ag 0.934
2 S 0.179
3 O -0.205
4 O -0.339
5 O -0.256

(3)
The following is a DFT calculation (the ωB97M-V functional and the def2-TZVPD basis) of a molecular structure, C16H44AlF2N7O14S2 in a non-equilibrium geometry.

The geometry in ORCA input format:
```
! wB97M-V def2-TZVPD RIJCOSX def2/J DEFGRID3
* xyz 0 1
S 0.3704 -2.1427 -3.7341
S 1.9866 -0.4392 -3.7563
Al -0.1428 -0.0891 -0.1973
F -0.9050 -2.6778 -2.9080
F 2.2671 0.8355 -2.7508
O -3.3932 3.2898 -0.3146
O -0.3319 -1.7682 -4.9992
O -3.0078 -4.2572 -0.2044
O -2.0923 -2.3868 -0.3424
O 0.8857 1.0866 2.6039
O -1.4602 2.6026 0.0598
O -0.4413 -1.5914 2.5434
O 1.6086 0.3602 -4.9037
O -0.6611 1.7375 -2.6474
O 1.2544 -3.3114 -3.7172
O 3.2395 -1.1879 -3.7119
O -1.7731 4.6969 -0.1552
O -4.0106 -2.5373 0.4347
O 1.3566 -2.8548 -0.2237
N 1.8572 2.5336 0.1376
N 0.7275 -1.0055 -2.7710
N -2.2071 3.5418 -0.1344
N -3.0454 -3.0858 -0.0147
N -2.9272 0.4394 -1.5691
N -2.6688 0.0528 1.5820
N 2.7942 -0.5887 0.7042
C 1.4245 0.6552 3.8795
C 4.7889 -1.4782 -0.4577
C -1.6783 -1.4053 3.2714
C 2.7518 -2.8692 -0.2389
C 1.0085 2.4909 2.4731
C 2.8094 4.2344 1.7249
C 3.2351 -1.3940 -0.4039
C -2.2122 0.0282 2.9746
C 0.0014 -2.9489 2.7377
C -3.2639 0.4432 3.9466
C 0.0851 2.8920 -2.9714
C -3.9949 0.4236 -3.6797
C -1.9072 1.6785 -3.3844
C 2.2314 2.8052 1.5111
C -2.6367 0.3766 -3.0131
C 0.8943 -4.1785 -0.2808
H 3.4655 4.5182 0.9021
H -2.4902 2.5596 -3.1165
H 1.0177 -3.0059 2.3478
H -3.2696 -0.7586 1.5536
H -4.0098 0.4055 -4.7695
H -3.7629 -0.1067 -1.4157
H -3.5374 1.4932 3.8424
H 1.4913 3.4113 -0.2028
H -0.1093 -3.1713 3.7990
H -1.8145 1.7205 -4.4696
H -4.7586 1.1072 -3.3089
H -0.1867 -4.1401 -0.1464
H 3.3500 4.4283 2.6513
H 1.0648 2.9754 3.4479
H 0.9658 1.0374 4.7915
H 1.4187 -4.8841 0.3636
H -1.3685 0.6832 3.1919
H -4.1494 -0.1654 3.7632
H 2.5087 0.7146 3.9745
H -2.8894 0.1861 4.9374
H 3.2039 -3.3381 0.6351
H -2.1268 -0.5384 -3.3146
H 5.1491 -2.1893 -1.2012
H -3.2623 1.3416 -1.2627
H -0.5319 3.7365 -2.6644
H 0.9793 2.9691 -2.3530
H -4.5093 -0.5030 -3.4249
H 0.9707 -4.6338 -1.2682
H 2.9812 2.0902 1.8498
H 5.1049 -1.7263 0.5556
H 1.2847 -0.4255 3.9079
H 2.8428 -0.9632 -1.3251
H 3.1247 -3.4339 -1.0933
H 5.2202 -0.5248 -0.7629
H 0.3323 3.0187 -4.0254
H 3.4636 0.1670 0.7353
H 3.0431 -1.0555 1.5645
H 2.0598 5.0078 1.5576
H -0.6531 -3.5788 2.1353
H 0.0982 2.9081 2.0426
H -3.2358 0.8794 1.4582
H -2.4221 -2.1435 2.9717
H 2.7649 2.4841 -0.3026
H -1.6354 -1.5633 4.3491
*
```

Results
Energy above the lowest of the compared OMol25 structures with the same formula, charge and spin in kcal per mole: 0.0
Total energy in Ha: -3310.6162
LUMO in eV: -5.7
Strongest force on any atom in eV/A: 9.2

Löwdin population analysis, charges in e, atoms 1 to 5:
1 S 0.464
2 S 0.596
3 Al 1.351
4 F -0.202
5 F -0.245